(1)
Formula: CHBrClNO
Source: the Open Molecules 2025 dataset
Level of theory: the ωB97M-V functional and the def2-TZVPD basis

Values from the calculation:
Energy relative to the best compared isomer or geometry (same formula, charge and spin) ... 98.0 kcal/mol
Total charge ... 0
Calculated total energy ... -3202.739442 Eh

Geometry (Å):
C -1.32 -0.51 -0.39
N 1.76 -0.09 0.17
O -1.86 -1.48 -0.73
Cl 1.31 1.49 0.33
Br -1.63 1.24 -0.47
H 1.73 -0.65 1.09

***

(2)
Formula: CHBrClNO2
Source: the Open Molecules 2025 dataset
Level of theory: the ωB97M-V functional and the def2-TZVPD basis

Values from the calculation:
Expectation value of S² ... 2.009
Energy relative to the best compared isomer or geometry (same formula, charge and spin) ... 9.8 kcal/mol
Total charge ... 0
Calculated total energy ... -3277.939363 Eh
2S+1 ... 3

Geometry (Å):
C 0.39 -0.06 0.45
N -0.63 -0.67 -0.34
O -0.22 -1.42 -1.20
O -1.79 -0.45 -0.07
Cl -0.03 0.53 1.94
Br 0.87 2.39 -0.99
H 1.41 -0.32 0.21

***

(3)
Formula: CHBrI2
Source: the Open Molecules 2025 dataset
Level of theory: the ωB97M-V functional and the def2-TZVPD basis

Values from the calculation:
Expectation value of S² ... 2.013
Energy relative to the best compared isomer or geometry (same formula, charge and spin) ... 0.0 kcal/mol
Total charge ... 0
Calculated total energy ... -3207.951901 Eh
2S+1 ... 3

Geometry (Å):
C -0.16 0.00 -0.03
Br -0.42 0.00 1.89
I 0.86 1.79 -0.68
I 0.85 -1.79 -0.68
H -1.14 0.00 -0.50

***

(4)
Formula: CHBrINO2
Source: the Open Molecules 2025 dataset
Level of theory: the ωB97M-V functional and the def2-TZVPD basis

Values from the calculation:
Energy relative to the best compared isomer or geometry (same formula, charge and spin) ... 39.2 kcal/mol
Total charge ... 0
Calculated total energy ... -3115.461018 Eh

Geometry (Å):
C 0.08 0.10 0.54
N -0.21 -0.04 -0.91
O 0.15 0.92 -1.60
O -0.87 -0.97 -1.24
Br -0.04 1.89 1.30
I 1.92 -1.00 0.94
H -1.02 -0.90 0.96

***

(5)
Formula: CHBrINO2
Source: the Open Molecules 2025 dataset
Level of theory: the ωB97M-V functional and the def2-TZVPD basis

Values from the calculation:
Energy relative to the best compared isomer or geometry (same formula, charge and spin) ... 39.1 kcal/mol
Total charge ... 0
Calculated total energy ... -3115.461259 Eh

Geometry (Å):
C 0.49 0.11 -0.53
N 0.48 -0.15 0.85
O 0.53 0.80 1.61
O 0.44 -1.32 1.16
Br 0.60 1.84 -1.08
I -3.05 -0.58 -0.78
H 0.50 -0.71 -1.23

***

(6)
Formula: CHCl2F2P
Source: the Open Molecules 2025 dataset
Level of theory: the ωB97M-V functional and the def2-TZVPD basis

Values from the calculation:
Energy relative to the best compared isomer or geometry (same formula, charge and spin) ... 80.2 kcal/mol
Total charge ... 0
Calculated total energy ... -1500.108541 Eh

Geometry (Å):
C -0.55 -0.25 0.01
F 1.80 -0.30 -1.31
F 1.04 1.05 1.45
P 0.48 1.31 -0.05
Cl -1.25 -0.68 -1.52
Cl -1.76 -0.01 1.31
H 0.25 -1.12 0.11

***

Number 5 is which compound?
CHBrINO2